{
  "formula": "C15H60N30O15",
  "method": "ωB97M-V with the def2-TZVPD basis set",
  "symbols": ["C", "O", "N", "N", "H", "H", "H", "H", "C", "O", "N", "N", "H", "H", "H", "H", "C", "O", "N", "N", "H", "H", "H", "H", "C", "O", "N", "N", "H", "H", "H", "H", "C", "O", "N", "N", "H", "H", "H", "H", "C", "O", "N", "N", "H", "H", "H", "H", "C", "O", "N", "N", "H", "H", "H", "H", "C", "O", "N", "N", "H", "H", "H", "H", "C", "O", "N", "N", "H", "H", "H", "H", "C", "O", "N", "N", "H", "H", "H", "H", "C", "O", "N", "N", "H", "H", "H", "H", "C", "O", "N", "N", "H", "H", "H", "H", "C", "O", "N", "N", "H", "H", "H", "H", "C", "O", "N", "N", "H", "H", "H", "H", "C", "O", "N", "N", "H", "H", "H", "H"],
  "coordinates": [[3.702, 0.422, -2.907], [3.122, -0.235, -2.056], [4.913, 0.137, -3.426], [3.239, 1.425, -3.537], [5.463, 0.839, -3.902], [5.388, -0.636, -2.983], [2.393, 1.773, -3.108], [3.628, 1.910, -4.332], [-2.533, 0.806, -2.508], [-2.233, 1.964, -2.617], [-2.106, -0.098, -1.741], [-3.509, 0.320, -3.203], [-1.344, 0.095, -1.107], [-2.448, -1.046, -1.811], [-4.219, 0.746, -3.781], [-3.668, -0.629, -2.894], [0.337, 0.113, 0.575], [0.528, 0.818, 1.540], [0.811, 0.430, -0.605], [-0.006, -1.174, 0.577], [1.072, 1.399, -0.718], [1.067, -0.272, -1.285], [-0.342, -1.524, 1.463], [-0.143, -1.675, -0.289], [-4.410, -3.043, -1.530], [-4.483, -2.047, -2.209], [-3.384, -3.370, -0.880], [-5.415, -3.829, -1.201], [-3.459, -4.142, -0.234], [-2.578, -2.768, -0.968], [-5.105, -4.655, -0.709], [-6.301, -3.823, -1.686], [2.772, 3.244, -0.187], [3.208, 4.052, -0.948], [1.679, 3.416, 0.554], [3.368, 2.087, 0.065], [1.426, 2.711, 1.232], [1.145, 4.273, 0.514], [2.797, 1.397, 0.533], [4.275, 1.803, -0.277], [0.200, -6.078, -0.076], [1.377, -5.997, -0.307], [-0.297, -7.034, 0.540], [-0.692, -5.100, -0.224], [0.125, -7.949, 0.468], [-1.099, -6.977, 1.151], [-0.476, -4.284, -0.779], [-1.674, -5.266, -0.054], [0.443, 3.463, -3.532], [-0.156, 2.822, -4.408], [0.093, 3.420, -2.280], [1.486, 4.259, -3.746], [0.361, 4.136, -1.620], [-0.734, 2.871, -2.091], [2.078, 4.603, -3.003], [1.644, 4.470, -4.721], [1.313, 4.410, 4.655], [1.730, 3.693, 5.576], [0.537, 4.035, 3.697], [1.717, 5.678, 4.482], [0.142, 4.664, 3.012], [0.607, 3.044, 3.519], [1.613, 6.140, 3.591], [2.473, 5.921, 5.106], [0.569, -0.245, -5.843], [0.976, -1.440, -5.979], [0.540, 0.324, -4.718], [0.049, 0.446, -6.828], [0.681, -0.183, -3.856], [0.348, 1.315, -4.665], [-0.268, 1.402, -6.745], [0.210, 0.020, -7.730], [-3.783, -1.290, 2.241], [-3.773, -2.397, 2.696], [-3.101, -0.259, 2.675], [-4.626, -0.993, 1.314], [-2.294, -0.415, 3.262], [-2.878, 0.472, 2.015], [-4.459, -0.122, 0.829], [-4.890, -1.729, 0.674], [0.779, -2.978, -2.842], [-0.032, -2.526, -2.082], [2.049, -2.680, -2.865], [0.387, -3.955, -3.639], [2.578, -3.076, -3.629], [2.488, -1.928, -2.353], [-0.575, -3.885, -3.938], [1.100, -4.285, -4.273], [-0.006, -3.096, 3.487], [-0.764, -2.370, 2.910], [0.300, -2.963, 4.762], [0.723, -4.016, 2.885], [-0.031, -2.167, 5.289], [1.136, -3.477, 5.003], [0.988, -4.813, 3.447], [0.651, -4.210, 1.897], [4.039, 0.336, 3.445], [5.096, -0.052, 3.942], [3.249, -0.467, 2.802], [3.520, 1.517, 3.562], [2.248, -0.347, 2.739], [3.703, -1.235, 2.329], [4.179, 2.163, 3.973], [3.081, 1.861, 2.720], [-0.949, 1.127, 4.734], [-1.531, 1.831, 3.909], [-1.433, 0.747, 5.845], [0.134, 0.521, 4.403], [-0.907, 0.334, 6.602], [-2.338, 1.155, 6.029], [0.451, 0.601, 3.448], [0.551, -0.232, 4.932], [-2.812, 3.012, 0.742], [-3.604, 2.119, 0.914], [-3.011, 3.997, -0.089], [-1.672, 3.210, 1.334], [-3.718, 3.885, -0.801], [-2.207, 4.584, -0.259], [-1.272, 2.629, 2.057], [-1.329, 4.063, 0.916]],
  "mulliken_charge": [0.5266, -0.6519, -0.5039, -0.0060, 0.1437, 0.2730, -0.0989, 0.2615, 0.5183, -0.8143, 1.2501, -0.2951, -0.6519, -0.3232, 0.2965, 0.0288, -1.4322, 2.6672, 2.5838, 1.0548, -1.2236, -0.8475, -0.3322, -0.1125, 0.6351, -0.7295, 0.0191, -0.3539, 0.1512, -0.2939, 0.1260, 0.2563, 0.1490, -0.7322, 0.2721, 0.1068, -0.5302, 0.2527, -0.1924, 0.2281, 0.5288, -0.6475, -0.3610, 0.0526, 0.2400, 0.1827, -0.0048, 0.0418, -0.0041, -0.8012, 0.2926, -0.2374, 0.2162, -0.0454, 0.1900, 0.2600, 0.6818, -0.6513, 0.0788, -0.4783, 0.1692, -0.5423, 0.1706, 0.2523, 0.6258, -0.7704, 0.3942, -0.3485, -0.3411, 0.2002, 0.1897, 0.2567, 0.6095, -0.6928, -0.0288, -0.4463, 0.1171, -0.0620, 0.2931, 0.2121, 0.1218, -0.3786, -0.1145, -0.3499, 0.2143, 0.0922, 0.2562, 0.1436, 0.4704, -0.4405, -0.4633, -0.3759, 0.2322, 0.1579, 0.1929, 0.0811, 0.4387, -0.7278, -0.0515, -0.1120, -0.3044, 0.2065, 0.2381, -0.0213, 0.3120, -0.6207, -0.3962, -0.0236, 0.1914, 0.2884, -0.7472, 0.2389, 0.5672, -0.6779, -0.4046, 0.2727, 0.3085, 0.1298, -0.3635, -0.0495],
  "spin_multiplicity": 1,
  "gap_ev": 8.54,
  "relative_energy_kj_mol": 756.3,
  "fmax_ha_per_bohr": 0.1925,
  "e_homo_ha": -0.31506,
  "total_charge": 0
}